Density functional theory data (ωB97M-V with the def2-TZVPD basis set) for a molecular structure, C15H40NO6Y at a distorted geometry.

Its HOMO energy is -6.42 eV. For the energy, the calculation gives -1139.3801 hartree. The calculation puts the largest force on an atom at 3.0 eV/Å. As for the LUMO energy: -4.53 eV.

Structure (XYZ):
```
63
C15H40NO6Y | the Open Molecules 2025 dataset | ωB97M-V with the def2-TZVPD basis set
Y 0.135 0.554 0.579
C 1.014 -4.130 4.572
C 2.298 -3.888 3.796
C 2.782 -5.194 3.171
O 2.053 -2.833 2.903
H 0.529 -3.175 4.774
H 1.360 -4.746 5.402
H 0.263 -4.689 4.013
H 3.120 -3.618 4.460
H 2.073 -5.671 2.495
H 3.116 -5.971 3.859
H 3.600 -4.877 2.524
C -1.497 6.924 -1.927
C -1.991 5.932 -0.893
C -3.516 5.655 -1.024
O -1.277 4.738 -0.816
H -0.439 7.138 -1.774
H -1.977 7.900 -1.853
H -1.725 6.645 -2.956
H -1.980 6.431 0.076
H -3.651 5.083 -1.941
H -4.093 6.579 -1.062
H -4.015 5.023 -0.291
C -4.836 -3.442 -1.673
C -3.517 -3.774 -0.958
C -2.623 -4.620 -1.873
O -2.992 -2.570 -0.527
H -5.338 -4.342 -2.028
H -4.568 -2.871 -2.562
H -5.469 -2.971 -0.921
H -3.851 -4.361 -0.102
H -1.698 -4.841 -1.340
H -2.263 -4.090 -2.755
H -3.052 -5.513 -2.327
C -0.965 1.740 5.402
O -1.495 1.224 4.203
H -1.600 1.876 6.278
H -0.108 1.118 5.659
H -0.420 2.675 5.271
H -2.301 0.736 4.385
C 4.436 2.473 3.455
O 3.223 2.827 2.797
H 4.908 3.418 3.726
H 4.131 1.994 4.385
H 5.170 1.806 3.002
H 3.066 3.749 3.014
C 2.620 -1.678 -3.598
C 2.654 -0.173 -3.541
C 1.404 0.466 -4.257
O 0.270 0.284 -3.414
C -0.951 0.412 -4.170
N 2.833 0.352 -2.143
H 3.303 -2.182 -2.915
H 2.825 -2.050 -4.602
H 1.627 -2.002 -3.288
H 3.550 0.172 -4.058
H 1.210 0.290 -5.315
H 1.561 1.540 -4.152
H -0.671 1.015 -5.034
H -1.697 0.904 -3.546
H -1.309 -0.540 -4.562
H 3.156 1.296 -2.297
H 3.592 -0.153 -1.707
```

Charges computed using natural (NBO), reported in e:
1. Y 1.23
2. C -0.61
3. C 0.07
4. C -0.63
5. O -0.63
6. H 0.21
7. H 0.20
8. H 0.20
9. H 0.14
10. H 0.20
11. H 0.20
12. H 0.21
13. C -0.63
14. C 0.07
15. C -0.62
16. O -0.66
17. H 0.21
18. H 0.20
19. H 0.20
20. H 0.17
21. H 0.20
22. H 0.19
23. H 0.21
24. C -0.59
25. C 0.07
26. C -0.64
27. O -0.59
28. H 0.20
29. H 0.20
30. H 0.22
31. H 0.15
32. H 0.21
33. H 0.20
34. H 0.21
35. C -0.26
36. O -0.74
37. H 0.18
38. H 0.17
39. H 0.18
40. H 0.48
41. C -0.25
42. O -0.74
43. H 0.17
44. H 0.17
45. H 0.19
46. H 0.47
47. C -0.63
48. C -0.06
49. C -0.08
50. O -0.58
51. C -0.24
52. N -0.86
53. H 0.21
54. H 0.22
55. H 0.22
56. H 0.17
57. H 0.20
58. H 0.17
59. H 0.17
60. H 0.20
61. H 0.18
62. H 0.36
63. H 0.37